Entry 1:
Entry from OMol25: a structure of composition C33H30N4OS5Ti in a non-equilibrium geometry (ωB97M-V with the def2-TZVPD basis set).

```
74
Properties=species:S:1:pos:R:3
Ti -0.1776 -0.6913 0.8985
S -0.7473 -0.3407 3.2071
C 0.5967 -1.1189 4.0492
C 0.9824 -0.6908 5.3176
C 2.0109 -1.3202 6.0005
C 2.6742 -2.4084 5.4446
C 2.3013 -2.8599 4.1901
C 1.2892 -2.1987 3.5015
S 0.8071 -2.7677 1.8863
C 2.3387 -2.5642 0.9193
C 2.0404 -2.2279 -0.5187
C 2.7474 -2.8761 -1.5091
C 2.5807 -2.4868 -2.8253
C 1.7304 -1.4366 -3.0941
C 1.0253 -0.8338 -2.0625
C 0.1173 0.3230 -2.4097
S -0.3610 1.5050 -0.1336
C 0.5345 2.7929 0.6503
C 0.2089 4.1419 0.5597
C 1.0130 5.0518 1.2228
C 2.1093 4.5943 1.9531
C 2.4050 3.2434 2.0471
C 1.6065 2.3009 1.3982
S 1.9485 0.5850 1.4935
N 1.1388 -1.2511 -0.7862
H 0.4638 0.1505 5.7603
H 2.2951 -0.9618 6.9821
H 3.4663 -2.9067 5.9880
H 2.7902 -3.7222 3.7486
H 2.9317 -3.4700 0.9808
H 2.8926 -1.7488 1.3815
H 3.4376 -3.6643 -1.2396
H 3.1240 -2.9797 -3.6227
H 1.6014 -1.0711 -4.1037
H -0.9348 0.0560 -2.2650
H 0.2414 0.5406 -3.4654
H -0.6460 4.4759 -0.0161
H 0.7891 6.1095 1.1722
H 2.7407 5.3086 2.4683
H 3.2509 2.9030 2.6309
N -2.2627 2.6953 -1.5044
C -1.2731 3.2719 -2.3034
C -1.5619 4.4561 -2.9946
C -0.5934 5.0976 -3.7365
C 0.7076 4.5943 -3.7911
C 1.0085 3.4424 -3.0962
C 0.0330 2.7571 -2.3728
N 0.4497 1.5540 -1.6822
C -1.9295 1.6588 -0.6300
C -2.8572 0.7980 0.0412
C -4.2158 0.7888 0.0239
S -4.8069 -0.4558 1.0474
C -3.2348 -0.9173 1.4191
N -2.2982 -0.2159 0.8285
H -3.0207 3.3126 -1.2505
H -2.5669 4.8631 -2.9389
H -0.8478 6.0057 -4.2689
H 1.4735 5.1051 -4.3597
H 2.0146 3.0367 -3.0915
H -4.8821 1.4584 -0.4973
H -3.0179 -1.7162 2.1099
C -2.0303 -4.7103 -1.0206
C -2.5755 -3.7557 -2.0870
C -1.9660 -2.4036 -1.6992
O -1.3989 -2.5700 -0.3763
C -1.9399 -3.7923 0.1727
H -1.0352 -5.0721 -1.2847
H -2.6784 -5.5670 -0.8415
H -3.6633 -3.7135 -2.0307
H -2.3028 -4.0452 -3.1001
H -2.7071 -1.6018 -1.6667
H -1.1592 -2.1154 -2.3669
H -2.9368 -3.5949 0.5786
H -1.2891 -4.1337 0.9705
```

Summary:
Spin multiplicity ... 2
Energy above the lowest of the compared OMol25 structures with the same formula, charge and spin ... 84.02 kcal/mol
Orbital gap (alpha / beta) ... 6.39 / 6.53 eV
Net charge ... +1
E ... -120003.124 eV
LUMO (alpha / beta) ... -3.0808 / -2.9298 eV

=====

Entry 2:
Entry from OMol25: a structure of composition C33H31Cl2EuN7O7S2Si in a non-equilibrium geometry (ωB97M-V with the def2-TZVPD basis set).

```
84
Properties=species:S:1:pos:R:3
Eu -8.0296 1.4948 17.2320
C -5.8107 4.1448 19.7902
C -5.5912 2.6693 19.9664
C -4.7348 2.1855 21.0044
C -4.4894 0.8253 21.1082
C -5.0941 -0.0292 20.2051
C -6.0217 0.5012 19.1812
N -6.1902 1.8589 19.0979
N -6.6757 -0.2464 18.2928
Si -5.9133 -1.7681 17.6679
C -6.8352 -2.1392 16.0426
C -6.1746 -3.2502 18.8350
C -4.0815 -1.4371 17.2621
H -5.2756 4.6994 20.5737
H -6.8741 4.3693 19.9006
H -5.4369 4.4301 18.8102
H -4.3077 2.9096 21.7110
H -3.8175 0.4123 21.8440
H -4.9510 -1.1012 20.2715
H -7.3742 -1.2870 15.6220
H -7.5441 -2.9665 16.1708
H -6.1173 -2.4107 15.2643
H -6.8847 -2.9838 19.6268
H -5.2594 -3.6717 19.2595
H -6.6410 -4.0889 18.2576
H -4.0937 -0.5245 16.6668
H -3.6509 -2.2334 16.6357
H -3.4404 -1.3115 18.1600
Cl -4.4941 -0.1101 13.6033
C -6.0377 0.5653 13.2620
C -6.5674 0.2649 12.0392
C -7.7481 0.9037 11.6326
Cl -8.3455 0.3371 10.1104
C -8.4127 1.8358 12.4853
C -9.6433 2.4545 12.1052
C -10.3383 3.1887 13.0363
C -9.7582 3.3855 14.3077
N -8.6084 2.8325 14.6842
C -7.9066 2.0565 13.8024
C -6.7349 1.3408 14.2682
O -6.3662 1.3011 15.4796
H -6.0820 -0.4144 11.3430
H -9.9917 2.3422 11.0881
H -11.3414 3.5347 12.8296
H -10.2986 3.9617 15.0647
O -9.3318 10.8983 22.6086
S -8.9735 9.7018 21.8799
O -8.7216 8.5345 22.7425
O -8.1639 9.8498 20.6896
C -10.5370 8.7574 21.2881
N -11.6319 8.7005 22.0424
C -12.4646 7.6722 21.8949
C -12.1752 6.6238 21.0343
C -11.0049 6.7712 20.2820
N -10.2768 7.9188 20.3225
C -10.3727 5.6641 19.5660
C -10.6398 4.3410 19.9529
C -9.9744 3.2992 19.3119
N -9.1076 3.5190 18.3092
C -8.8321 4.7905 17.9607
C -9.4124 5.8999 18.5797
H -13.3670 7.7148 22.5155
H -12.7817 5.7352 20.9924
H -11.3081 4.0839 20.8100
H -10.1957 2.2647 19.5696
H -8.0834 4.9156 17.1923
H -9.0606 6.9137 18.3835
N -10.0549 -0.4981 17.5322
C -11.2088 -0.1026 16.9017
C -11.4579 -0.4941 15.5951
C -12.2714 0.2261 14.7476
C -13.0447 1.2652 15.3393
C -12.9913 1.4910 16.7062
C -12.1254 0.7590 17.4957
S -13.7450 2.5887 14.3386
O -12.8641 3.7055 14.8259
O -15.1630 2.6939 14.6110
O -13.4692 2.2302 12.9479
H -10.1605 -0.7140 18.5219
H -9.5757 -1.2797 17.0780
H -10.9336 -1.3612 15.2112
H -12.4176 -0.0157 13.6905
H -13.6391 2.2503 17.1214
H -12.1304 0.8805 18.6049
```

Summary:
Spin multiplicity ... 7
Energy above the lowest of the compared OMol25 structures with the same formula, charge and spin ... 0.00 kcal/mol
Orbital gap (alpha / beta) ... 4.46 / 6.91 eV
Net charge ... -1
E ... -133413.752 eV
LUMO (alpha / beta) ... -1.6344 / 0.7501 eV

=====

Entry 3:
Entry from OMol25: a cluster of 8 separate species, C33H31Cl6N5O10 in total in a non-equilibrium geometry (ωB97M-V with the def2-TZVPD basis set).

```
85
Properties=species:S:1:pos:R:3
O -1.4232 7.6588 -3.8783
N -0.4916 6.9984 -3.5338
O 0.6364 7.4053 -3.3625
C -0.7163 5.5142 -3.2597
C -2.0117 5.0268 -3.1707
C -2.1895 3.6588 -2.8961
C -1.1207 2.8328 -2.7051
C 0.1402 3.3381 -2.7616
C 0.3667 4.6916 -3.0317
H -2.7527 5.7970 -3.3643
H -3.1898 3.2660 -2.7734
H -1.2288 1.7795 -2.5225
H 0.9528 2.6819 -2.5010
H 1.3069 5.2201 -3.1276
O -6.6978 0.4430 6.3321
N -6.1549 0.6922 5.2854
O -6.5521 1.4589 4.4239
C -4.8107 -0.0162 4.9844
C -3.9530 0.5514 4.0972
C -2.7231 -0.0683 3.8840
C -2.3721 -1.2162 4.5838
C -3.2762 -1.7356 5.5061
C -4.5066 -1.1501 5.7186
H -4.2874 1.4545 3.5895
H -1.9879 0.2673 3.1641
H -1.3920 -1.6119 4.3759
H -3.0174 -2.5923 6.1094
H -5.2574 -1.5659 6.3769
O 5.5614 -2.4149 5.0762
N 4.6333 -3.1485 5.2597
O 4.3781 -3.6404 6.3367
C 3.6606 -3.4638 4.0797
C 2.4441 -3.9319 4.4314
C 1.4808 -4.1716 3.4333
C 1.7499 -3.8995 2.1096
C 2.9978 -3.3708 1.7864
C 3.9911 -3.1645 2.7748
H 2.2425 -4.0597 5.4807
H 0.5230 -4.5752 3.7233
H 0.9917 -4.1559 1.3845
H 3.2213 -3.1185 0.7620
H 4.9869 -2.7947 2.5826
O 1.1432 -4.2080 -1.3938
N 0.1974 -4.1551 -2.1439
O -0.8932 -3.7322 -1.8743
C 0.4030 -4.6445 -3.5625
C 1.5596 -5.4197 -3.8116
C 1.7843 -5.8143 -5.1025
C 0.9148 -5.4317 -6.1345
C -0.1981 -4.6832 -5.8476
C -0.4368 -4.2616 -4.5484
H 2.0706 -5.6718 -2.8966
H 2.7070 -6.3287 -5.3168
H 1.0449 -5.7529 -7.1521
H -0.8942 -4.3552 -6.6125
H -1.2729 -3.6493 -4.2454
O 2.7425 6.7134 -0.9579
N 1.7839 6.4610 -0.3121
O 0.8736 7.1988 -0.0731
C 1.6909 5.0549 0.2909
C 0.4507 4.5892 0.7290
C 0.4173 3.3177 1.2404
C 1.5484 2.5008 1.2971
C 2.7474 2.9951 0.8145
C 2.8370 4.3209 0.2690
H -0.3818 5.2779 0.7084
H -0.5537 2.9865 1.5748
H 1.4131 1.5442 1.7720
H 3.6341 2.3706 0.8614
H 3.7236 4.7721 -0.1570
Cl -3.4974 -0.6841 -1.7774
C -4.5373 0.4605 -2.6738
Cl -5.9395 -0.3143 -3.4035
H -4.8570 1.1666 -1.9105
H -3.8547 0.8601 -3.4171
Cl 4.3163 1.3643 -1.7794
C 3.9189 -0.2354 -1.1631
Cl 3.7490 -1.3377 -2.5220
H 4.7264 -0.5900 -0.5358
H 2.9437 -0.1065 -0.7011
Cl 0.5069 0.0154 -1.5887
C -0.4597 -0.8807 -0.4017
Cl -1.3912 0.3112 0.4844
H -1.0838 -1.5060 -1.0273
H 0.2501 -1.3888 0.2381
```

Summary:
Energy above the lowest of the compared OMol25 structures with the same formula, charge and spin ... 0.00 kcal/mol
Orbital gap ... 8.96 eV
E ... -137769.251 eV
SMILES ... O=[N+]([O-])c1ccccc1.O=[N+]([O-])c1ccccc1.O=[N+]([O-])c1ccccc1.O=[N+]([O-])c1ccccc1.O=[N+]([O-])c1ccccc1.ClCCl.ClCCl.ClCCl
LUMO ... -0.9608 eV